The following is a quantum chemistry calculation of C49H49BaN7O2S as an isolated structure, from the OMol25 dataset.

Values from the calculation:
Energy relative to the best compared isomer or geometry (same formula, charge and spin) (kJ/mol): 12.3
Lowest unoccupied orbital energy (eV): 0.22
Net charge: 0

Positions of all 109 atoms, in Å:
N (-2.77947, 1.78661, 0.05507)
H (8.14342, 1.60592, -0.70870)
H (-2.49782, -3.18266, 4.67272)
H (3.23270, -2.24154, 4.07950)
O (0.22325, 2.11005, -1.69952)
C (-4.08024, -1.05138, -0.97843)
H (-8.64203, -0.24772, -2.55027)
C (-0.86252, -2.46029, -2.66275)
H (2.36785, -2.19588, -2.33700)
C (3.00811, -0.58574, 0.37660)
C (-1.21642, 6.84425, -3.08371)
H (4.28024, -3.40875, 3.27009)
C (-1.47729, -3.47961, -0.47542)
H (1.08148, 4.98192, -4.73715)
C (0.37924, 5.27895, -3.96744)
H (-1.27303, -1.80547, 6.43399)
H (-6.05279, 1.73038, -0.94211)
C (-5.75169, 0.72155, -1.20568)
N (-2.83466, -1.47689, -0.59651)
H (-2.59475, -2.58609, 3.00127)
C (7.19211, 1.23747, -1.07094)
C (3.43506, 4.10757, -2.72109)
H (5.19825, 1.30759, -3.79613)
H (-3.71280, 2.72504, 3.07381)
H (1.95708, 2.54630, -0.09306)
H (-3.58303, -0.40531, 3.84364)
C (-3.55896, -3.45254, 0.66710)
H (-4.63735, -2.85355, -1.99845)
C (2.72434, -1.12086, 1.68406)
H (0.44782, -1.65160, -4.23590)
H (5.38040, 4.99515, -2.69722)
C (4.86571, 4.14671, -0.79126)
C (2.48023, 3.43986, -1.96543)
H (-1.74475, 7.78529, -3.16198)
C (-4.55672, 0.23755, -0.68183)
C (-3.61238, 2.29610, 2.09276)
C (-4.42293, 1.35857, 1.50139)
C (-6.13472, -1.35617, -2.27425)
H (-3.48533, -1.01240, 5.51027)
C (3.87834, -1.61589, 2.17091)
N (4.36557, -0.81704, 0.15309)
C (0.12499, 4.45082, -2.88500)
C (4.74705, 0.28277, -1.97866)
H (-0.99975, -7.21081, 1.01776)
H (-3.99055, -5.15203, 1.87224)
C (-0.93233, -0.47846, 3.30298)
C (-2.60162, 2.51959, 1.15045)
H (-0.23885, -5.18618, -0.17415)
C (-0.32586, 0.10755, 2.40888)
H (5.80864, 4.41509, -0.33284)
H (3.79324, -0.08796, -2.32150)
H (6.71789, 0.25072, 0.77768)
H (6.29589, -2.82960, 1.92652)
H (-6.75025, -2.00613, -2.88788)
H (-4.48832, -2.95318, 0.91558)
C (-0.81014, 4.77898, -1.91811)
C (-4.94333, -1.83722, -1.77685)
C (4.62759, 4.47277, -2.12133)
C (-1.71936, -6.64718, 1.61219)
H (0.16994, -1.81925, 5.40194)
Ba (-0.56093, -0.00044, -0.39737)
C (5.54060, 1.06949, -2.79693)
H (4.10084, 3.19803, 0.97545)
H (-0.48854, -0.28125, 5.97059)
C (-1.48158, 5.98892, -2.02331)
H (4.97946, -1.94673, 3.97559)
S (0.96857, 2.87648, -2.74607)
C (-1.96989, -2.62306, 3.89410)
C (-1.17778, -4.71325, 0.08988)
C (-6.56246, -0.05026, -2.01758)
H (-8.16672, 1.38397, -2.07340)
C (-3.26974, -4.68439, 1.20957)
H (6.60504, -2.17267, 0.31744)
C (-1.64018, -1.20282, 4.37749)
C (-2.65361, -2.77182, -0.17486)
H (-1.02217, 4.08292, -1.11683)
N (-3.90145, 1.06731, 0.29229)
C (0.31749, -2.06680, -3.25131)
H (3.25394, 4.33413, -3.76503)
N (4.93554, -1.38602, 1.29880)
C (6.76778, 1.54485, -2.35425)
H (-1.88657, -2.42840, -2.99423)
C (-2.94471, -0.47513, 4.72551)
H (-2.73710, 0.53812, 5.07388)
H (-1.05522, -3.16023, 3.63525)
H (-2.21854, 6.25743, -1.27791)
H (-5.32041, 0.87090, 1.84262)
H (-1.28236, -6.49166, 2.60182)
C (4.11190, -2.34468, 3.44809)
H (-7.71167, 0.75766, -3.65593)
C (-0.29025, 6.48949, -4.05690)
C (5.17805, -0.01700, -0.68910)
H (-0.10063, 7.14862, -4.89365)
C (5.82721, -2.50507, 1.00062)
C (-7.83982, 0.48974, -2.60432)
H (5.28412, -3.34065, 0.54894)
C (-0.75332, -1.28194, 5.62640)
H (1.75663, -1.05153, 2.16420)
H (-2.61041, -7.26291, 1.74012)
H (-1.73487, 3.15643, 1.23909)
C (6.39936, 0.46650, -0.23314)
H (7.38696, 2.15111, -3.00243)
N (0.77228, -2.87161, -1.18666)
O (2.27783, 0.00140, -0.42299)
C (3.90984, 3.46439, -0.05611)
N (-0.55447, -2.92740, -1.43053)
C (-2.05721, -5.33465, 0.95642)
C (1.30270, -2.35581, -2.28554)
C (2.70208, 3.10465, -0.64183)

Atomic partial charges in e from the Löwdin method, atoms 1 to 2: -0.026, 0.104


The following is a quantum chemistry calculation of C49H49EuF3N10PS5 as an isolated structure in a non-equilibrium geometry, from the OMol25 dataset.

Values from the calculation:
Lowest unoccupied orbital energy (alpha / beta) (eV): 0.90 / 1.22
2S+1: 8
⟨S²⟩: 15.775
Net charge: -1

Positions of all 118 atoms, in Å:
C (-3.62979, 0.16621, -0.38176)
C (1.78127, -4.96700, -1.63277)
C (5.80088, -2.81517, 0.65289)
C (2.63218, 1.57250, -3.09570)
H (-2.36041, -2.20029, 4.86817)
C (0.82162, -1.67929, 3.97232)
N (2.91632, -0.76040, 1.33975)
C (-0.29365, 1.02371, -2.82865)
H (5.46285, -3.08200, -0.38541)
C (1.39739, -2.51048, -0.73290)
C (-1.67883, 3.89680, -5.57383)
H (-2.09416, 1.49280, 3.22153)
H (3.10457, -4.01624, 4.94787)
C (3.58041, -0.62346, 2.54169)
H (1.75428, 5.15731, -2.68564)
N (1.18539, -3.88096, -0.92064)
N (2.82985, 0.18931, -3.02938)
H (0.36089, 4.26743, -6.16249)
S (-1.01310, 5.97473, 5.49560)
N (-5.03739, 3.23134, -5.01121)
H (-2.08077, -3.52861, 3.66571)
H (2.63159, 2.24546, -3.94159)
H (3.17897, -1.69428, -3.84312)
P (3.05187, -1.86695, -1.21128)
C (1.62374, -1.19059, 6.12525)
H (2.13261, -5.83996, -1.01145)
C (-0.79755, 4.57052, -3.04111)
C (4.71956, -1.40505, 2.47483)
H (-0.61321, 1.99778, -4.68725)
C (1.55786, 4.71640, -3.67217)
C (-0.68286, -1.29885, -4.18650)
H (0.48858, 1.06420, 4.36450)
C (-4.82093, 2.32944, -0.42085)
H (-0.38155, -5.11742, -0.30579)
C (2.36262, -3.16778, 5.02912)
C (0.09886, 0.45110, 5.17166)
C (2.79208, -0.20344, -1.70878)
H (0.37354, -4.24567, 2.79158)
H (-4.77197, 0.72646, -2.08051)
C (1.39596, -3.79884, 2.81634)
C (-0.32061, 4.27163, -5.33593)
H (-0.34265, 1.93828, -2.26359)
H (3.01367, -2.46729, 6.95668)
C (-2.56281, 3.93304, -4.51380)
H (3.16452, -0.06876, 3.36167)
C (0.99121, 3.26323, 2.95953)
C (-3.05580, 1.96777, 2.93843)
H (-3.24623, -1.17374, -1.99667)
N (-1.96843, -0.12578, 1.35678)
N (0.47747, -1.93627, -0.01268)
C (-4.46638, 1.05802, -1.02272)
C (-4.46286, 2.55690, 0.89758)
N (2.39482, 0.81342, -1.00839)
N (-0.06990, -1.32189, 2.87870)
H (-2.09751, -1.12930, -0.71972)
H (1.11569, -5.44609, -2.35754)
C (-3.18643, -1.11369, -0.91333)
F (-1.30727, -1.22953, -6.97603)
C (-3.50052, 1.69134, 1.53439)
S (2.22294, 2.11263, 2.60232)
H (-4.46626, -0.79961, 3.08271)
C (-0.34197, 5.03909, 4.26519)
N (-0.31107, -0.09961, -2.11416)
C (1.52637, -2.83242, 3.93904)
C (2.45757, 1.90741, -1.78604)
H (-1.98705, 3.54506, -6.47885)
C (3.60012, -1.51241, 0.52271)
H (-0.75969, -2.19064, -4.79211)
S (0.92170, 3.90165, 4.59577)
H (-0.38039, -2.16338, -2.25200)
C (0.23814, 4.44076, -4.00487)
H (2.29357, 4.67909, -4.43896)
H (1.42760, -3.08810, 1.95435)
H (-4.20532, -1.61379, 1.48706)
H (-4.67919, 3.41666, 1.48796)
C (-0.00133, -4.13995, -0.26043)
C (-2.32237, -1.02844, 2.29457)
C (-1.34614, -1.59199, 3.04978)
S (-1.04921, 4.85138, 2.77053)
H (-0.96883, 0.35111, 4.95375)
C (-3.96284, 3.49625, -4.76452)
H (-0.49766, 4.90225, -2.05102)
H (-2.81729, 4.35099, -2.36519)
C (2.98342, -0.67273, -4.17292)
H (2.16725, -4.58443, 2.76796)
C (-0.44677, -2.93959, 0.21559)
C (-0.62014, 1.04246, -4.20503)
H (-1.27256, -2.67750, 0.82480)
C (-3.04467, 0.57984, 0.86417)
H (-3.75703, 1.68276, 3.71366)
H (5.51284, -1.60100, 3.18620)
C (0.84743, -0.79276, 5.07856)
H (2.14962, 2.88276, -1.37113)
C (-1.22920, -0.03901, -6.40187)
H (1.81032, -0.56687, 6.93874)
H (6.73768, -2.28396, 0.61688)
H (-0.83693, -2.99600, 4.64744)
H (-2.97816, 3.06999, 3.09920)
H (-5.35893, 3.00103, -1.02737)
H (-3.80200, -2.45150, 3.03187)
S (-0.19915, 3.09273, 0.39507)
H (3.76301, -0.31042, -4.88321)
N (4.71399, -1.93780, 1.17358)
H (-3.69578, -2.01745, -0.60483)
C (-0.79161, -0.08319, -4.89355)
C (-2.13384, 4.37400, -3.24429)
H (2.58429, -4.73862, -2.24563)
H (0.09140, 1.02158, 6.09109)
F (-2.47426, 0.43192, -6.54239)
C (-1.76009, -2.61454, 4.08602)
C (0.03116, 3.67605, 2.07883)
Eu (0.59528, 0.37252, 1.10326)
C (-0.48231, -1.25026, -2.83604)
C (2.35824, -2.31762, 6.11803)
C (-3.79179, -1.47023, 2.47366)
H (5.85141, -3.73204, 1.23610)
F (-0.43615, 0.80502, -7.01323)
H (1.97308, -0.55121, -4.68820)

Atomic partial charges in e from the Löwdin method, atoms 1 to 2: -0.241, -0.060